Entry 1:
Here is a cluster of 12 separate species, C41H103N3O12 in total in a non-equilibrium geometry from the Open Molecules 2025 dataset. Energies are from wB97M-V/def2-TZVPD.

```
159
C41H103N3O12 (wB97M-V/def2-TZVPD)
C 0.352 -4.026 -4.069
C 0.006 -5.314 -3.313
C -1.213 -6.012 -3.882
C 1.173 -6.247 -3.408
C 2.372 -5.812 -2.566
C 1.906 -5.640 -1.109
C 0.756 -4.709 -0.925
C 0.231 -4.954 0.469
C 1.163 -3.233 -1.005
N -0.264 -5.079 -1.900
O -1.474 -4.384 -1.715
H 1.334 -3.692 -3.754
H 0.289 -4.157 -5.146
H -0.341 -3.237 -3.745
H -1.475 -6.908 -3.326
H -2.077 -5.344 -3.911
H -0.994 -6.318 -4.913
H 0.918 -7.285 -3.188
H 1.539 -6.265 -4.448
H 3.099 -6.625 -2.621
H 2.820 -4.898 -2.960
H 2.750 -5.168 -0.556
H 1.817 -6.608 -0.614
H -0.688 -4.411 0.708
H 1.006 -4.681 1.194
H -0.025 -5.996 0.694
H 1.974 -3.040 -0.296
H 0.319 -2.616 -0.674
H 1.444 -2.846 -1.979
H -1.270 -3.439 -1.867
C 1.250 1.187 -6.007
C 0.474 0.756 -4.745
C 1.216 -0.421 -4.140
C 0.512 1.892 -3.749
C -0.572 2.952 -3.974
C -1.926 2.315 -4.096
C -1.964 1.308 -5.201
C -3.248 0.522 -5.046
C -1.999 2.011 -6.558
N -0.864 0.381 -5.040
O -0.900 -0.665 -5.933
H 0.953 2.182 -6.358
H 2.318 1.263 -5.792
H 1.088 0.466 -6.810
H 1.279 -1.316 -4.749
H 2.250 -0.087 -3.954
H 0.857 -0.663 -3.131
H 0.446 1.512 -2.713
H 1.490 2.379 -3.828
H -0.562 3.663 -3.148
H -0.319 3.492 -4.894
H -2.666 3.087 -4.332
H -2.239 1.866 -3.149
H -3.488 -0.163 -5.871
H -4.106 1.193 -4.947
H -3.212 -0.137 -4.167
H -1.245 2.794 -6.697
H -2.962 2.512 -6.712
H -1.869 1.290 -7.370
H -1.378 -1.347 -5.439
C -2.166 1.106 0.016
C -2.629 -0.347 -0.297
C -1.835 -0.793 -1.507
C -2.282 -1.308 0.825
C -3.345 -1.325 1.947
C -4.733 -1.484 1.384
C -5.084 -0.437 0.327
C -6.391 -0.855 -0.363
C -5.293 0.909 1.031
N -4.021 -0.437 -0.642
O -4.335 0.329 -1.763
H -3.050 1.730 0.161
H -1.497 1.148 0.867
H -1.676 1.559 -0.853
H -0.757 -0.671 -1.371
H -2.103 -1.792 -1.840
H -2.011 -0.095 -2.333
H -2.146 -2.343 0.490
H -1.347 -0.986 1.292
H -3.135 -2.147 2.627
H -3.190 -0.399 2.506
H -5.464 -1.470 2.200
H -4.816 -2.495 0.959
H -6.926 -1.617 0.200
H -6.175 -1.288 -1.342
H -7.041 0.003 -0.544
H -4.406 1.191 1.594
H -6.139 0.877 1.715
H -5.491 1.699 0.295
H -4.308 1.283 -1.502
C -0.949 -3.309 3.840
C -0.514 -2.987 5.252
O 0.925 -2.918 5.326
H -2.034 -3.471 3.856
H -0.561 -4.224 3.391
H -0.757 -2.467 3.175
H -0.935 -3.662 6.013
H -0.956 -2.013 5.534
H 1.149 -2.599 6.211
C 2.544 1.591 5.070
C 2.665 2.347 6.336
O 1.330 2.466 6.922
H 3.512 1.450 4.583
H 1.909 2.113 4.355
H 2.127 0.610 5.295
H 3.125 3.336 6.225
H 3.326 1.835 7.054
H 1.399 2.455 7.879
C 1.329 1.564 0.840
C 1.308 0.050 0.928
O 1.130 -0.360 2.340
H 0.517 2.055 1.369
H 1.307 1.853 -0.211
H 2.274 1.908 1.273
H 2.245 -0.456 0.627
H 0.474 -0.338 0.313
H 1.384 -1.309 2.424
C 0.843 6.976 3.309
C 0.290 5.600 3.510
O 0.955 4.971 4.614
H 1.933 6.928 3.344
H 0.480 7.653 4.083
H 0.545 7.432 2.362
H 0.317 4.980 2.593
H -0.800 5.651 3.695
H 0.346 4.268 4.934
C 1.187 4.698 -1.022
C 2.309 5.524 -0.386
O 3.383 5.835 -1.286
H 0.438 4.512 -0.242
H 1.562 3.768 -1.447
H 0.673 5.272 -1.797
H 2.637 5.023 0.540
H 1.886 6.476 -0.042
H 4.018 5.109 -1.282
C 4.153 4.239 3.255
O 3.701 4.995 4.372
H 5.096 3.734 3.468
H 3.441 3.459 2.935
H 4.326 4.866 2.359
H 2.703 4.951 4.385
C -1.597 1.911 4.875
O -0.931 3.051 5.449
H -2.605 2.179 4.586
H -1.064 1.552 3.978
H -1.602 1.076 5.588
H -0.142 2.744 5.961
C 3.516 -3.048 2.785
O 2.089 -2.953 2.780
H 3.863 -4.024 3.146
H 3.863 -2.981 1.749
H 3.988 -2.239 3.357
H 1.741 -3.152 3.680
C 4.910 0.841 1.130
O 5.396 2.152 1.343
H 4.318 0.437 1.953
H 4.224 0.920 0.276
H 5.714 0.187 0.799
H 6.352 2.083 1.390
```

DFT total energy in eV: -73222.10726
SMILES string: CC1(C)CCCC(C)(C)N1O.CC1(C)CCCC(C)(C)N1O.CC1(C)CCCC(C)(C)N1O.CCO.CCO.CCO.CCO.CCO.CO.CO.CO.CO
Maximum force in eV/A: 2.9

=====

Entry 2:
Here is a cluster of 4 separate species, C8H21O8S in total in a non-equilibrium geometry from the Open Molecules 2025 dataset. Energies are from wB97M-V/def2-TZVPD.

```
38
C8H21O8S (wB97M-V/def2-TZVPD)
O 4.258 -0.717 0.963
C 3.388 0.183 0.994
O 3.321 1.072 1.884
C 2.358 0.219 -0.160
C 2.038 -1.194 -0.670
C 0.626 -1.711 -0.291
C 0.081 -1.159 1.055
S -1.342 -0.117 0.753
O -2.441 -1.025 0.443
O -1.716 0.725 1.879
O -1.094 0.727 -0.594
H 2.863 0.759 -0.970
H 1.480 0.813 0.095
H 2.777 -1.932 -0.364
H 2.078 -1.164 -1.765
H -0.093 -1.554 -1.097
H 0.692 -2.798 -0.182
H -0.332 -2.001 1.611
H 0.835 -0.688 1.689
H -1.754 1.438 -0.604
C 5.751 -0.252 -1.659
O 4.951 -0.712 -2.758
H 5.769 -1.025 -0.900
H 6.773 -0.047 -2.001
H 5.319 0.649 -1.224
H 4.938 -0.014 -3.415
C -4.912 1.768 3.746
O -4.763 2.330 2.451
H -5.943 1.913 4.064
H -4.690 0.698 3.723
H -4.244 2.267 4.454
H -3.848 2.184 2.190
C -4.020 -0.199 -2.013
O -3.444 1.078 -2.312
H -4.350 -0.194 -0.981
H -4.879 -0.389 -2.665
H -3.278 -0.988 -2.141
H -3.153 1.059 -3.226
```

DFT total energy in eV: -35851.64063
Total charge: -1
Maximum force in eV/A: 3.6

=====

Entry 3:
Here is the ion C3H6NOS2 with charge +1 in a non-equilibrium geometry from the Open Molecules 2025 dataset. Energies are from wB97M-V/def2-TZVPD.

```
13
C3H6NOS2 (wB97M-V/def2-TZVPD)
C 1.303 0.699 -0.243
C 1.403 0.485 1.114
C -0.919 -0.210 -0.089
N 0.211 -0.031 -0.977
O 0.436 0.111 1.876
S -1.980 1.137 0.348
S -1.201 -1.946 0.148
H 2.077 1.043 -0.894
H 2.372 0.877 1.557
H -0.205 0.585 -1.717
H 0.552 -0.923 -1.355
H -1.664 1.039 1.618
H -2.398 -1.602 0.894
```

Total charge: +1
Energy relative to the best compared isomer or geometry (same formula, charge and spin) in kJ/mol: 318.3
Maximum force in eV/A: 3.7

=====

Among the records above, which one has the lowest maximum force? C41H103N3O12